{
  "formula": "C29H36GeMnN4OSSi",
  "method": "wB97M-V/def2-TZVPD",
  "relative_energy_kj_mol": 175.78,
  "spin_multiplicity": 4,
  "total_charge": 2,
  "gap_ha": [0.22876, 0.26920],
  "species": ["Mn", "C", "Ge", "C", "C", "C", "H", "H", "H", "H", "H", "H", "H", "H", "H", "H", "H", "C", "C", "C", "C", "C", "C", "Si", "C", "C", "C", "C", "C", "C", "C", "C", "C", "C", "C", "C", "H", "H", "H", "H", "H", "H", "H", "H", "H", "H", "H", "H", "H", "H", "H", "N", "C", "O", "C", "C", "C", "N", "C", "C", "H", "H", "H", "H", "H", "H", "N", "C", "N", "S", "H", "H", "H", "H"],
  "positions_angstrom": [[0.564, 0.893, -0.134], [-0.736, 1.463, 4.820], [-1.007, 2.038, 2.943], [-2.871, 1.634, 2.339], [-0.508, 3.959, 2.693], [0.418, 1.026, 1.881], [-1.410, 2.020, 5.463], [0.280, 1.651, 5.153], [-0.947, 0.405, 4.944], [-3.511, 2.504, 2.460], [-3.288, 0.850, 2.962], [-2.909, 1.290, 1.310], [-1.331, 4.631, 2.923], [-0.160, 4.161, 1.682], [0.309, 4.197, 3.367], [0.526, 0.084, 2.432], [1.316, 1.646, 2.081], [-4.941, -0.488, -2.427], [-4.345, -1.732, -2.281], [-3.143, -1.853, -1.607], [-2.507, -0.728, -1.079], [-3.114, 0.515, -1.242], [-4.323, 0.637, -1.903], [-0.820, -1.026, -0.199], [0.435, -1.701, -1.535], [0.119, -1.646, -2.892], [0.920, -2.283, -3.827], [2.062, -2.956, -3.422], [2.385, -3.022, -2.074], [1.577, -2.403, -1.137], [-1.060, -2.411, 1.108], [-1.593, -2.186, 2.377], [-1.910, -3.247, 3.205], [-1.706, -4.551, 2.777], [-1.168, -4.787, 1.522], [-0.833, -3.728, 0.699], [-5.883, -0.395, -2.947], [-4.817, -2.614, -2.690], [-2.690, -2.825, -1.491], [-2.620, 1.394, -0.846], [-4.787, 1.608, -2.011], [-0.779, -1.139, -3.214], [0.644, -2.253, -4.870], [2.694, -3.437, -4.152], [3.261, -3.564, -1.749], [1.813, -2.485, -0.084], [-1.763, -1.172, 2.709], [-2.323, -3.056, 4.184], [-1.965, -5.378, 3.418], [-1.003, -5.796, 1.174], [-0.408, -3.928, -0.273], [7.433, 0.449, -0.899], [6.359, 0.697, -1.664], [6.425, 1.148, -2.785], [4.994, 0.430, -1.056], [4.720, -0.018, 0.232], [3.403, -0.084, 0.662], [2.375, 0.257, -0.116], [2.633, 0.629, -1.379], [3.907, 0.729, -1.884], [8.334, 0.654, -1.305], [7.412, 0.046, 0.020], [5.498, -0.307, 0.921], [3.159, -0.409, 1.665], [1.781, 0.843, -2.030], [4.100, 1.044, -2.901], [-2.231, 4.148, -0.260], [-1.339, 3.951, -1.218], [-1.269, 4.743, -2.277], [-0.224, 2.670, -1.112], [-2.894, 4.908, -0.299], [-2.241, 3.556, 0.561], [-1.874, 5.539, -2.400], [-0.603, 4.558, -3.010]],
  "lowdin_spin": [3.41, -0.01, -0.01, 0.00, 0.00, -0.20, 0.00, 0.00, 0.00, 0.00, 0.00, 0.00, 0.00, 0.00, 0.00, 0.00, 0.00, 0.00, 0.00, -0.01, -0.03, 0.00, 0.00, -0.16, -0.02, -0.01, 0.00, 0.00, 0.00, 0.00, -0.02, 0.00, 0.00, -0.01, 0.00, -0.01, 0.00, 0.00, 0.00, 0.00, 0.00, 0.00, 0.00, 0.00, 0.00, 0.00, 0.00, 0.00, 0.00, 0.00, 0.00, 0.00, 0.00, 0.00, 0.01, 0.00, 0.01, -0.02, 0.02, 0.00, 0.00, 0.00, 0.00, 0.00, 0.00, 0.00, 0.01, 0.02, 0.01, 0.02, 0.00, 0.00, 0.00, 0.00]
}